Molecular formula: C4H6FeO
Method: DFT, ωB97M-V with the def2-TZVPD basis set

The geometry in XYZ format:
```
12
C4H6FeO, DFT ωB97M-V with the def2-TZVPD basis set
O -1.17961 1.54938 -0.16138
Fe 0.65577 1.82721 -0.18741
C -2.02490 0.66477 -0.01528
C -1.75763 -0.78842 -0.02432
H -3.06197 0.97940 0.19474
H -0.81287 -0.93659 -0.59359
H -2.52223 -1.26170 -0.66295
H -1.97831 -1.18882 0.97783
C 2.10700 0.38611 0.30745
C 3.20248 -0.25767 0.18998
H 4.15624 0.29281 0.22422
H 3.21604 -1.26647 -0.24930
```

* E_LUMO (spin up / spin down): -10.8385 / -11.5329 eV
* HOMO-LUMO gap (spin up / spin down): 9.66 / 9.16 eV
* calculated total energy: -40656.818 eV
* charge: +2
* spin multiplicity: 5

Atom-resolved charges from Mulliken, all expressed in e: atom 1 (O): -0.56, atom 2 (Fe): 1.00, atom 3 (C): 0.42, atom 4 (C): -0.90, atom 5 (H): 0.38, atom 6 (H): 0.28, atom 7 (H): 0.36, atom 8 (H): 0.33, atom 9 (C): 0.02, atom 10 (C): 0.03, atom 11 (H): 0.33, atom 12 (H): 0.31

---

Molecular formula: C4H6HgO2
Method: DFT, ωB97M-V with the def2-TZVPD basis set

The geometry in XYZ format:
```
13
C4H6HgO2, DFT ωB97M-V with the def2-TZVPD basis set
O 1.35799 -1.64623 -1.59697
C 0.36466 -0.74329 -1.36758
C 0.54590 0.52149 -0.95031
C 0.10146 1.37544 0.09554
C 0.77607 2.60741 0.72768
O 1.53754 3.35553 -0.11779
Hg 2.83848 2.14856 -1.26246
H 2.21861 -1.21096 -1.57527
H -0.62684 -1.15483 -1.58642
H -0.50981 0.83535 0.83563
H -0.24512 1.75884 -1.18071
H 1.28993 2.24214 1.65206
H -0.07081 3.19863 1.16254
```

* E_LUMO (spin up / spin down): 0.4629 / -1.8607 eV
* HOMO-LUMO gap (spin up / spin down): 7.42 / 6.88 eV
* calculated total energy: -12507.872 eV
* ΔE to the lowest compared entry with this formula, charge and spin: 44.7 kcal per mole
* spin multiplicity: 3

Atom-resolved charges from Mulliken, all expressed in e: atom 1 (O): -0.40, atom 2 (C): -0.13, atom 3 (C): -0.63, atom 4 (C): 0.09, atom 5 (C): -0.20, atom 6 (O): -0.76, atom 7 (Hg): 0.39, atom 8 (H): 0.28, atom 9 (H): 0.33, atom 10 (H): 0.28, atom 11 (H): 0.19, atom 12 (H): 0.26, atom 13 (H): 0.30

---

Molecular formula: C4H6I2
Method: DFT, ωB97M-V with the def2-TZVPD basis set

The geometry in XYZ format:
```
12
C4H6I2, DFT ωB97M-V with the def2-TZVPD basis set
I -0.50508 2.77079 1.57422
C -0.51498 0.35681 1.22552
C -0.00350 -0.59863 0.07922
I -0.25643 -2.62927 0.73276
C 1.12330 -0.06834 -0.73306
C -0.28874 -0.15318 -1.32191
H -1.54704 0.19832 1.30567
H -0.22477 0.15362 2.17161
H 1.85202 -0.74679 -1.16997
H 1.52283 0.81981 -0.32535
H -0.64478 0.79900 -1.49734
H -0.51284 -0.90215 -2.04138
```

* E_LUMO: -0.8610 eV
* HOMO-LUMO gap: 8.73 eV
* calculated total energy: -20444.350 eV
* SMILES: ICC1(I)CC1
* ΔE to the lowest compared entry with this formula, charge and spin: 21.7 kcal per mole
* spin multiplicity: 1

Atom-resolved charges from Mulliken, all expressed in e: atom 1 (I): -0.06, atom 2 (C): -1.59, atom 3 (C): 0.47, atom 4 (I): 0.09, atom 5 (C): -0.55, atom 6 (C): -0.67, atom 7 (H): 0.58, atom 8 (H): 0.72, atom 9 (H): 0.24, atom 10 (H): 0.23, atom 11 (H): 0.26, atom 12 (H): 0.28

---

Molecular formula: C4H6IN2
Method: DFT, ωB97M-V with the def2-TZVPD basis set

The geometry in XYZ format:
```
13
C4H6IN2, DFT ωB97M-V with the def2-TZVPD basis set
C -1.50624 0.41065 0.31192
C -0.61599 -0.60252 0.03880
C 0.21764 1.26222 -0.82964
C 1.72000 -0.69655 -0.82380
N -1.00824 1.52576 -0.31355
N 0.48344 0.00658 -0.58992
I 3.52228 0.04616 0.07830
H -2.49712 0.22865 0.64843
H -0.70855 -1.64014 0.14605
H 0.77163 1.89495 -1.56230
H 2.20649 -0.88239 -2.23253
H 1.54987 -1.78740 -0.62064
H -1.35829 2.47158 -0.07820
```

* E_LUMO: -4.1968 eV
* HOMO-LUMO gap: 9.07 eV
* calculated total energy: -15317.487 eV
* charge: +1
* ΔE to the lowest compared entry with this formula, charge and spin: 39.5 kcal per mole
* spin multiplicity: 1

Atom-resolved charges from Mulliken, all expressed in e: atom 1 (C): -0.43, atom 2 (C): -0.13, atom 3 (C): -0.07, atom 4 (C): -0.85, atom 5 (N): -0.09, atom 6 (N): 0.16, atom 7 (I): 0.23, atom 8 (H): 0.38, atom 9 (H): 0.40, atom 10 (H): 0.37, atom 11 (H): 0.36, atom 12 (H): 0.38, atom 13 (H): 0.30

---

Molecular formula: C4H6INO
Method: DFT, ωB97M-V with the def2-TZVPD basis set

The geometry in XYZ format:
```
13
C4H6INO, DFT ωB97M-V with the def2-TZVPD basis set
C -0.70268 0.61422 1.02927
C -0.09036 0.26193 -0.17160
C 1.17264 -0.30884 0.18224
C -0.91924 0.39972 -1.47347
N 1.26482 -0.06433 1.48078
O 0.14560 0.40323 2.05388
I 0.15714 -3.20598 -0.44547
H -1.69229 1.00155 1.35850
H 1.80824 -0.64702 -0.53335
H -0.48180 1.17513 -1.96136
H -1.87029 0.81069 -1.33956
H -0.91948 -0.39429 -2.18224
H 2.12769 -0.04600 2.00238
```

* E_LUMO (spin up / spin down): -0.7011 / -0.7015 eV
* HOMO-LUMO gap (spin up / spin down): 6.51 / 6.51 eV
* calculated total energy: -15880.214 eV
* ΔE to the lowest compared entry with this formula, charge and spin: 83.1 kcal per mole
* spin multiplicity: 1

Atom-resolved charges from Mulliken, all expressed in e: atom 1 (C): -0.17, atom 2 (C): 0.75, atom 3 (C): -0.85, atom 4 (C): -1.30, atom 5 (N): 0.07, atom 6 (O): -0.24, atom 7 (I): -0.67, atom 8 (H): 0.38, atom 9 (H): 0.69, atom 10 (H): 0.40, atom 11 (H): 0.40, atom 12 (H): 0.30, atom 13 (H): 0.26

---

Molecular formula: C4H6INO
Method: DFT, ωB97M-V with the def2-TZVPD basis set

The geometry in XYZ format:
```
13
C4H6INO, DFT ωB97M-V with the def2-TZVPD basis set
C 1.19143 2.71054 -0.00990
C 0.44841 1.60105 0.03993
C 0.89903 0.25946 0.03072
C -1.57488 -2.36262 -0.02071
N -1.30370 -0.96993 0.06654
O 0.08706 -0.78815 0.04455
I 2.90761 -0.32545 -0.02068
H 0.72458 3.67789 -0.00201
H 2.26402 2.68330 -0.07632
H -0.63301 1.65800 0.07808
H -0.77220 -2.96840 0.40391
H -2.50310 -2.51963 0.52865
H -1.73525 -2.65605 -1.06277
```

* E_LUMO (spin up / spin down): -0.1962 / -0.1794 eV
* HOMO-LUMO gap (spin up / spin down): 7.20 / 8.74 eV
* calculated total energy: -15878.531 eV
* ΔE to the lowest compared entry with this formula, charge and spin: 121.9 kcal per mole
* spin multiplicity: 1

Atom-resolved charges from Mulliken, all expressed in e: atom 1 (C): -0.93, atom 2 (C): 0.35, atom 3 (C): -0.03, atom 4 (C): -0.61, atom 5 (N): -0.42, atom 6 (O): -0.06, atom 7 (I): 0.08, atom 8 (H): 0.26, atom 9 (H): 0.22, atom 10 (H): 0.33, atom 11 (H): 0.32, atom 12 (H): 0.25, atom 13 (H): 0.24

---

Q: What is the calculated total energy in the fourth record?
A: -15317.487 eV

---

Repeat the first record exactly.
Molecular formula: C4H6FeO
Method: DFT, ωB97M-V with the def2-TZVPD basis set

The geometry in XYZ format:
```
12
C4H6FeO, DFT ωB97M-V with the def2-TZVPD basis set
O -1.17961 1.54938 -0.16138
Fe 0.65577 1.82721 -0.18741
C -2.02490 0.66477 -0.01528
C -1.75763 -0.78842 -0.02432
H -3.06197 0.97940 0.19474
H -0.81287 -0.93659 -0.59359
H -2.52223 -1.26170 -0.66295
H -1.97831 -1.18882 0.97783
C 2.10700 0.38611 0.30745
C 3.20248 -0.25767 0.18998
H 4.15624 0.29281 0.22422
H 3.21604 -1.26647 -0.24930
```

* E_LUMO (spin up / spin down): -10.8385 / -11.5329 eV
* HOMO-LUMO gap (spin up / spin down): 9.66 / 9.16 eV
* calculated total energy: -40656.818 eV
* charge: +2
* spin multiplicity: 5

Atom-resolved charges from Mulliken, all expressed in e: atom 1 (O): -0.56, atom 2 (Fe): 1.00, atom 3 (C): 0.42, atom 4 (C): -0.90, atom 5 (H): 0.38, atom 6 (H): 0.28, atom 7 (H): 0.36, atom 8 (H): 0.33, atom 9 (C): 0.02, atom 10 (C): 0.03, atom 11 (H): 0.33, atom 12 (H): 0.31

---

Q: What is the calculated total energy in the fifth record?
A: -15880.214 eV